Density functional theory data (ωB97M-V/def2-TZVPD) for a molecular structure, C30H32IN2O5P2W at a distorted geometry.

LUMO level (spin up / spin down) = -0.341 / -0.342 Eh
HOMO energy (spin up / spin down) = -16.6 / -16.6 eV
charge = +3
gap between HOMO and LUMO (spin up / spin down) = 0.268 / 0.269 Eh
energy relative to the best compared isomer or geometry (same formula, charge and spin) = 0.0 kJ/mol
largest force on an atom = 1.1 eV/A
electronic energy = -73331.0743 eV

Atoms and positions in Å:
W1 1.5604 0.3843 -0.8211
N1 3.7375 0.8844 -0.7316
C1 4.1361 1.6030 -1.9979
C2 3.5621 3.0086 -2.0769
C3 2.0608 3.1526 -2.1003
O1 1.4311 4.1028 -2.3728
O2 1.3758 1.9661 -1.6768
H1 4.0414 1.4605 0.0514
H2 4.2994 0.0352 -0.6639
H3 3.8071 0.9966 -2.8397
H4 5.2227 1.6712 -2.0346
H5 3.9198 3.4891 -2.9895
H6 3.9301 3.6365 -1.2597
O3 -0.2747 -0.4158 -1.2993
P1 -1.6380 -0.5804 -0.5623
C4 -1.1735 -1.0952 1.1279
P2 0.4548 -0.5463 1.6977
O4 1.5775 -0.9956 0.6898
C5 0.5555 1.2255 1.4950
C6 1.8778 1.7074 1.3902
C7 2.0945 3.0964 1.2811
C8 1.0289 3.9616 1.2679
C9 -0.2825 3.4814 1.4382
C10 -0.5206 2.1379 1.5703
C11 0.7354 -1.1171 3.3261
C12 0.8092 -0.1924 4.3731
C13 0.9934 -0.6532 5.6670
C14 1.1065 -2.0157 5.9063
C15 1.0368 -2.9341 4.8621
C16 0.8467 -2.4930 3.5665
C17 -2.6132 -1.8664 -1.2768
C18 -3.6560 -1.5035 -2.1371
C19 -4.3981 -2.4894 -2.7691
C20 -4.1058 -3.8268 -2.5463
C21 -3.0691 -4.1940 -1.6936
C22 -2.3219 -3.2211 -1.0573
C23 -2.5399 0.9396 -0.5547
C24 -3.6811 1.0730 0.2420
C25 -4.3830 2.2650 0.2293
C26 -3.9583 3.3113 -0.5871
C27 -2.8376 3.1688 -1.3944
C28 -2.1203 1.9809 -1.3818
H7 -1.1760 -2.1872 1.1823
H8 -1.9047 -0.7547 1.8683
H9 2.7009 1.0616 1.6740
H10 3.1052 3.4872 1.2785
H11 1.1995 5.0276 1.1918
H12 -1.1046 4.1819 1.4964
H13 -1.5271 1.7836 1.7432
H14 0.7225 0.8711 4.1866
H15 1.0505 0.0496 6.4867
H16 1.2524 -2.3699 6.9181
H17 1.1309 -3.9924 5.0629
H18 0.8001 -3.2095 2.7542
H19 -3.8912 -0.4613 -2.3067
H20 -5.2086 -2.2129 -3.4293
H21 -4.6943 -4.5934 -3.0326
H22 -2.8561 -5.2397 -1.5177
H23 -1.5254 -3.5284 -0.3892
H24 -4.0322 0.2501 0.8563
H25 -5.2685 2.3768 0.8400
H26 -4.5168 4.2379 -0.6032
H27 -2.5269 3.9784 -2.0413
H28 -1.2510 1.8663 -2.0156
N2 2.6431 -2.5227 -3.6941
C29 2.0743 -2.1889 -2.5760
O5 2.2758 -1.0025 -2.1141
C30 1.2095 -3.1390 -1.8144
I1 1.3202 -5.1809 -2.3638
H29 3.1970 -1.8615 -4.2218
H30 2.5394 -3.4662 -4.0533
H31 0.1808 -2.8143 -1.9645
H32 1.4536 -3.0465 -0.7588

These are the Mulliken partial charges, in e, on atoms 1 to 2: atom 1 (W): 3.693, atom 2 (N): -0.647